(1)
{
  "formula": "C17H46BCl2F4O13",
  "method": "wB97M-V/def2-TZVPD",
  "total_charge": -1,
  "max_force_ev_per_a": 1.92,
  "elements": ["B", "F", "F", "F", "F", "C", "C", "C", "O", "C", "H", "H", "H", "H", "H", "H", "H", "H", "C", "C", "O", "O", "H", "H", "H", "H", "H", "H", "C", "C", "O", "O", "H", "H", "H", "H", "H", "H", "C", "C", "O", "O", "H", "H", "H", "H", "H", "H", "C", "C", "O", "O", "H", "H", "H", "H", "H", "H", "C", "C", "O", "O", "H", "H", "H", "H", "H", "H", "C", "C", "O", "O", "H", "H", "H", "H", "H", "H", "C", "Cl", "Cl", "H", "H"],
  "coordinates": [[0.14919, -0.62846, -0.36164], [-0.30897, 0.57842, -0.97097], [-0.96882, -1.28071, 0.19107], [0.70256, -1.47238, -1.35688], [1.12820, -0.32881, 0.62248], [4.41571, -0.71281, 1.72491], [4.58712, -0.64696, 0.22264], [5.99122, -1.21247, 0.12512], [6.70961, -0.53822, 1.11038], [5.86976, -0.50172, 2.21407], [4.10742, -1.67526, 2.12506], [3.72170, 0.04302, 2.09823], [4.62175, 0.37699, -0.12379], [3.85553, -1.28716, -0.26331], [6.47284, -1.06634, -0.84531], [6.05751, -2.29414, 0.32791], [6.03447, 0.47143, 2.68521], [6.12998, -1.25453, 2.96793], [-3.52906, -0.59270, -1.72962], [-2.83034, -0.71862, -3.11069], [-2.25988, -2.07423, -3.36280], [-3.28436, 0.63893, -1.07567], [-3.20814, -1.44007, -1.10957], [-4.61298, -0.68989, -1.81899], [-2.02306, 0.01726, -3.21155], [-3.54118, -0.56720, -3.93101], [-1.43673, -2.14642, -2.85485], [-2.37791, 0.62722, -0.70271], [-4.16625, -1.55009, 1.92659], [-4.13050, -0.21934, 2.65481], [-3.55210, -0.34628, 3.99578], [-2.92867, -2.18802, 1.98731], [-4.48176, -1.32912, 0.89547], [-4.91309, -2.19620, 2.40632], [-5.13242, 0.21419, 2.72666], [-3.48186, 0.45024, 2.08276], [-4.20798, -0.82187, 4.52761], [-2.28871, -1.58680, 1.51910], [-1.29168, 2.47454, 4.43724], [-1.42872, 2.08348, 3.00298], [-2.69047, 2.47150, 2.44395], [-2.31798, 1.94296, 5.19334], [-1.30748, 3.56527, 4.56826], [-0.32442, 2.11124, 4.82429], [-1.44506, 0.99632, 2.96211], [-0.61042, 2.47163, 2.40642], [-2.59027, 3.36690, 2.09118], [-2.85452, 1.34326, 4.61125], [-0.06884, -1.09298, 3.95360], [1.37802, -1.59345, 3.99797], [1.79152, -2.41131, 2.87817], [-1.00802, -2.11242, 4.47957], [-0.32115, -0.82143, 2.92315], [-0.14310, -0.21318, 4.61851], [1.58178, -2.11354, 4.92930], [1.99355, -0.66050, 3.97266], [1.86193, -1.81907, 2.11706], [-1.87269, -1.68253, 4.55017], [1.44487, -3.61015, -5.60030], [0.25687, -2.78778, -5.21693], [0.59773, -1.41828, -5.08119], [1.02216, -5.00182, -5.77637], [2.21062, -3.52689, -4.80432], [1.95280, -3.24296, -6.50875], [-0.11061, -3.19435, -4.27606], [-0.52728, -2.86602, -5.96263], [0.85168, -1.24726, -4.16597], [1.75662, -5.49304, -6.17145], [-1.17054, 4.81236, -3.00393], [-1.14261, 3.35370, -2.64478], [-0.91104, 3.29110, -1.27278], [-1.14776, 4.89437, -4.41500], [-0.24871, 5.30693, -2.63828], [-2.01608, 5.32654, -2.54096], [-0.41868, 2.80145, -3.23056], [-2.13820, 2.96259, -2.93715], [-0.71997, 2.34825, -1.06032], [-1.24196, 5.80895, -4.67493], [2.37917, 2.69142, -1.36999], [3.99745, 2.30898, -0.72057], [2.20626, 2.26903, -3.08755], [1.68370, 2.10445, -0.80098], [2.21169, 3.75090, -1.30750]],
  "mulliken_charge": [0.28, -0.08, -0.38, -0.41, -0.28, -0.19, 0.76, -0.69, -0.41, -0.59, 0.21, 0.07, -0.58, 0.17, 0.38, 0.31, 0.30, 0.28, -0.10, -0.33, -0.60, -0.56, 0.11, 0.46, 0.04, 0.39, 0.26, 0.11, -0.19, -0.07, -0.43, -0.46, 0.00, 0.44, 0.39, -0.12, 0.25, 0.36, -0.58, 0.08, -0.56, -0.60, 0.39, 0.26, -0.22, 0.50, 0.31, 0.45, 1.21, -0.69, -0.54, -0.64, -0.62, 0.00, 0.46, 0.21, 0.17, 0.30, -0.35, -0.18, -0.50, -0.53, 0.22, 0.29, 0.12, 0.33, 0.32, 0.29, -0.56, 0.04, -0.53, -0.53, 0.23, 0.28, 0.19, 0.14, 0.48, 0.30, 0.41, -0.26, -0.20, -0.41, 0.38]
}

=====

(2)
{
  "formula": "C23H45Cl3N2O6PSiTi",
  "method": "wB97M-V/def2-TZVPD",
  "spin_multiplicity": 2,
  "s2": 0.75,
  "max_force_ev_per_a": 3.51,
  "elements": ["C", "C", "H", "H", "H", "C", "C", "H", "H", "H", "H", "Ti", "Cl", "Cl", "C", "O", "N", "C", "C", "H", "H", "H", "H", "H", "H", "H", "H", "H", "C", "C", "N", "H", "C", "O", "H", "H", "H", "H", "O", "C", "C", "C", "H", "C", "H", "C", "H", "C", "C", "H", "H", "H", "Si", "Cl", "C", "C", "C", "H", "H", "H", "H", "H", "H", "H", "H", "H", "C", "O", "P", "O", "C", "O", "C", "H", "H", "H", "H", "H", "H", "H", "H", "H"],
  "coordinates": [[1.53756, -1.12076, -3.83083], [1.10881, 0.27132, -3.50989], [1.35080, -1.36945, -4.87973], [1.00995, -1.85505, -3.20790], [2.61155, -1.25093, -3.63264], [0.48249, 1.07747, -4.39417], [0.04965, 0.70894, -5.76951], [0.35619, 2.13389, -4.16442], [-0.02155, -0.37518, -5.93022], [0.73579, 1.12858, -6.52359], [-0.93764, 1.15022, -5.97065], [0.38671, -0.37742, 0.62934], [2.49329, -0.81493, 1.31016], [-0.65428, -2.37140, 1.06680], [1.08353, 2.55823, 1.46202], [0.41510, 1.49895, 1.28523], [0.49833, 3.68800, 1.83626], [-0.95982, 3.78142, 1.90415], [1.24789, 4.92926, 1.97510], [2.17442, 2.55429, 1.31861], [-1.38906, 2.80635, 2.14380], [-1.37105, 4.14050, 0.94948], [-1.21193, 4.50808, 2.68221], [2.31601, 4.72114, 1.84995], [1.06304, 5.35792, 2.96939], [0.93156, 5.65805, 1.21544], [-1.25852, -0.70933, -2.88953], [-2.70107, 1.74769, -3.34389], [-2.08309, -0.84168, -2.16969], [-3.32640, 1.27538, -2.57111], [-2.51558, 0.46865, -1.66616], [-1.75287, -1.48605, -1.34780], [-2.35134, 0.84594, -0.38412], [-1.66284, 0.20811, 0.43902], [-3.83220, 2.05903, -1.99615], [-2.85007, 1.79401, -0.09610], [-2.93548, -1.29622, -2.69159], [-4.06920, 0.63432, -3.05804], [0.76357, -0.11271, -1.16044], [1.46937, 0.71706, -2.10375], [-0.08969, 2.65048, -1.86816], [1.21711, 2.19279, -1.84027], [-0.87242, 1.92208, -2.11025], [-0.38100, 4.00209, -1.67728], [2.54247, 0.51242, -1.96601], [2.26664, 3.08014, -1.58428], [-1.42304, 4.32713, -1.69538], [0.66729, 4.90846, -1.51511], [1.98223, 4.44026, -1.45362], [3.28553, 2.68309, -1.52542], [0.44874, 5.97415, -1.42400], [2.80217, 5.14719, -1.31329], [0.58968, -5.22227, -0.01118], [0.85582, -3.62937, -1.41480], [-1.19870, -5.38932, 0.53698], [1.70287, -4.91856, 1.46001], [1.07381, -6.81609, -0.91549], [-1.78434, -4.46854, 0.42321], [-1.22680, -5.68912, 1.59614], [-1.69429, -6.18463, -0.04064], [0.30905, -7.09998, -1.65048], [1.17165, -7.64683, -0.20194], [2.02930, -6.70320, -1.44426], [1.87669, -3.85162, 1.64484], [2.67268, -5.40881, 1.29292], [1.25499, -5.36681, 2.36012], [0.26697, -3.05479, 4.21870], [0.72964, -1.69594, 4.11530], [-0.16600, -0.58920, 3.35031], [0.10461, 0.77078, 4.20353], [1.25100, 0.87460, 5.06047], [-1.66569, -1.02337, 3.77107], [-2.76445, -0.09705, 3.79976], [1.16919, -3.67012, 4.32402], [-0.28277, -3.38349, 3.32058], [-0.36730, -3.16519, 5.10820], [1.15508, 0.21494, 5.93344], [2.18613, 0.64880, 4.52765], [1.26914, 1.91398, 5.40474], [-3.37258, -0.37239, 4.66774], [-2.43246, 0.94724, 3.90231], [-3.36055, -0.20563, 2.88481]],
  "mulliken_charge": [-1.15, 0.04, 0.40, -0.08, 0.33, 0.29, -1.65, 0.53, 0.39, 0.32, 0.34, 0.40, -0.57, -0.43, -0.24, 0.13, 0.52, -0.75, -0.99, 0.50, 0.02, 0.16, 0.47, 0.31, 0.34, 0.34, 0.01, 0.24, -0.62, -0.90, 0.27, -0.07, 0.01, -0.10, 0.29, 0.22, 0.53, 0.37, 0.25, 0.27, 0.93, -0.05, 0.11, -1.01, 0.56, -0.89, 0.45, -0.88, -0.74, 0.44, 0.47, 0.42, 0.29, -0.19, -0.99, -0.73, -1.11, 0.29, 0.27, 0.38, 0.29, 0.31, 0.29, 0.10, 0.38, 0.23, -0.52, -0.22, 0.08, -0.23, -0.81, -0.26, -0.67, 0.24, 0.17, 0.27, 0.31, 0.31, 0.24, 0.31, 0.25, 0.18]
}

=====

Electronic energy list, top to bottom, in Eh: -2998.3609, -4325.5047
Molar mass list, top to bottom, in g/mol: 616.25, 658.91